Molecular formula: C40H110N10O10
Method: DFT, ωB97M-V/def2-TZVPD

```
170
Properties=species:S:1:pos:R:3
C 4.808 -0.903 -1.894
C 4.773 -0.638 -3.399
C 4.271 -1.870 -4.156
O 4.396 -1.663 -5.554
C 4.245 -2.876 -6.246
N 3.916 0.524 -3.635
H 3.840 -0.908 -1.396
H 5.316 -0.060 -1.413
H 5.431 -1.774 -1.686
H 5.794 -0.445 -3.736
H 3.199 -1.961 -3.935
H 4.762 -2.785 -3.808
H 3.234 -3.296 -6.149
H 4.964 -3.631 -5.919
H 4.339 -2.682 -7.315
H 2.975 0.309 -3.295
H 3.831 0.667 -4.638
C 4.147 3.221 -0.267
C 2.939 3.605 -1.109
C 2.492 5.032 -0.904
O 1.546 5.556 -1.819
C 1.352 6.953 -1.718
N 3.296 3.395 -2.507
H 4.958 3.942 -0.363
H 4.518 2.227 -0.515
H 3.893 3.125 0.796
H 2.094 2.927 -0.897
H 3.381 5.677 -0.892
H 2.048 5.090 0.101
H 1.032 7.266 -2.711
H 2.260 7.489 -1.440
H 0.538 7.149 -1.015
H 3.605 2.463 -2.775
H 2.663 3.854 -3.137
C -0.309 -2.598 2.744
C -0.853 -3.096 4.076
C -1.637 -4.404 3.950
O -2.882 -4.251 3.296
C -3.922 -3.793 4.136
N 0.314 -3.198 4.968
H 0.268 -3.362 2.217
H 0.344 -1.728 2.850
H -1.090 -2.198 2.092
H -1.484 -2.310 4.495
H -1.854 -4.851 4.934
H -1.065 -5.191 3.452
H -3.824 -2.743 4.409
H -4.053 -4.446 5.005
H -4.835 -3.910 3.550
H 0.053 -3.656 5.840
H 1.046 -3.765 4.551
C 0.505 -4.956 -4.644
C -0.369 -3.891 -5.290
C -1.834 -3.971 -4.880
O -2.393 -5.155 -5.405
C -3.775 -5.200 -5.047
N 0.119 -2.538 -5.043
H 0.419 -4.827 -3.560
H 1.557 -4.766 -4.855
H 0.166 -5.943 -4.940
H -0.445 -4.049 -6.377
H -2.420 -3.095 -5.190
H -1.884 -3.931 -3.783
H -4.321 -4.325 -5.410
H -3.853 -5.194 -3.956
H -4.148 -6.121 -5.482
H 1.091 -2.430 -5.312
H -0.424 -1.838 -5.532
C 0.833 0.421 6.701
C 1.993 0.138 5.763
C 3.108 1.148 5.938
O 2.549 2.444 5.844
C 3.485 3.488 5.937
N 2.444 -1.236 5.943
H 0.993 0.291 7.774
H 0.079 -0.319 6.403
H 0.373 1.402 6.592
H 1.543 0.224 4.759
H 3.852 1.046 5.132
H 3.634 1.040 6.893
H 4.105 3.460 5.034
H 4.193 3.312 6.760
H 3.051 4.462 6.136
H 3.170 -1.439 5.267
H 1.638 -1.853 5.828
C -3.164 0.889 -5.165
C -2.935 0.790 -3.673
C -2.073 1.937 -3.147
O -0.733 1.809 -3.606
C 0.089 2.873 -3.180
N -4.257 0.866 -3.020
H -3.922 0.172 -5.490
H -2.270 0.661 -5.745
H -3.519 1.889 -5.428
H -2.415 -0.126 -3.373
H -2.032 1.846 -2.050
H -2.460 2.937 -3.382
H 0.206 2.898 -2.093
H -0.298 3.815 -3.582
H 1.089 2.719 -3.576
H -4.266 1.128 -2.041
H -4.741 1.588 -3.545
C 1.300 -2.300 -1.148
C 0.593 -0.975 -1.438
C 1.063 0.182 -0.577
O 0.998 -0.058 0.810
C 1.802 0.861 1.516
N 0.806 -0.539 -2.831
H 0.576 -3.097 -0.981
H 1.937 -2.223 -0.266
H 1.908 -2.629 -1.991
H -0.493 -1.109 -1.300
H 0.570 1.119 -0.875
H 2.100 0.372 -0.902
H 1.686 0.655 2.584
H 1.482 1.901 1.373
H 2.869 0.724 1.306
H 0.556 -1.301 -3.467
H 0.186 0.255 -3.015
C -2.483 -1.075 2.036
C -2.163 0.354 2.446
C -1.148 0.468 3.603
O -1.699 0.218 4.877
C -2.481 1.275 5.397
N -1.677 1.044 1.241
H -3.063 -1.087 1.115
H -3.027 -1.570 2.840
H -1.599 -1.670 1.790
H -3.092 0.864 2.723
H -0.588 1.413 3.643
H -0.380 -0.293 3.420
H -3.145 1.650 4.621
H -1.837 2.032 5.858
H -3.051 0.864 6.230
H -0.924 0.452 0.868
H -1.194 1.916 1.457
C -5.561 -1.782 -0.701
C -4.264 -2.238 -1.360
C -3.928 -3.695 -1.031
O -2.647 -4.026 -1.495
C -1.949 -4.975 -0.748
N -4.399 -2.151 -2.843
H -5.526 -1.893 0.386
H -6.347 -2.467 -1.027
H -5.761 -0.752 -0.978
H -3.459 -1.562 -1.034
H -4.716 -4.381 -1.347
H -3.913 -3.686 0.071
H -2.453 -5.956 -0.733
H -1.892 -4.760 0.325
H -0.969 -5.137 -1.185
H -3.625 -2.704 -3.205
H -4.181 -1.163 -3.055
C 1.838 4.817 3.118
C 0.473 5.492 3.124
C -0.657 4.519 2.796
O -0.492 3.822 1.572
C -0.817 4.623 0.440
N 0.324 6.100 4.463
H 2.583 5.504 3.516
H 2.134 4.661 2.074
H 1.928 3.836 3.586
H 0.466 6.343 2.437
H -1.648 4.960 2.930
H -0.542 3.693 3.503
H -1.902 4.763 0.440
H -0.499 4.202 -0.507
H -0.340 5.599 0.558
H -0.652 6.315 4.664
H 0.595 5.418 5.168
```

The value obtained for the total energy is -2889.690960 Eh. For the gap between HOMO and LUMO, the calculation gives 9.001 eV. As for the highest occupied orbital energy: -0.307 hartree.

---

Molecular formula: C40H111N3O28
Method: DFT, ωB97M-V/def2-TZVPD

```
182
Properties=species:S:1:pos:R:3
C 3.212 3.821 4.540
C 1.882 3.362 3.985
O 1.207 4.538 3.546
O 3.942 4.685 3.689
H 3.771 2.916 4.779
H 3.089 4.322 5.500
H 1.251 2.919 4.755
H 1.770 2.611 3.203
H 1.943 5.154 3.544
H 4.858 4.631 3.972
C -3.386 3.684 4.308
C -1.840 3.843 4.130
O -1.447 5.111 3.791
O -3.868 4.131 5.558
H -3.684 2.637 4.256
H -3.914 4.133 3.467
H -1.596 3.175 3.304
H -1.337 3.521 5.042
H -0.493 5.107 3.688
H -3.662 5.068 5.520
C -0.290 1.665 -4.867
C 0.238 1.625 -3.390
O -0.659 2.226 -2.496
O 0.662 1.150 -5.721
H -0.580 2.661 -5.201
H -1.170 1.022 -4.885
H 1.225 2.084 -3.342
H 0.461 0.631 -3.003
H -0.214 2.233 -1.645
H 0.989 0.293 -5.437
C -3.684 -8.646 -1.697
C -2.184 -8.226 -1.635
O -1.889 -7.540 -2.827
O -3.849 -9.612 -2.685
H -4.255 -7.730 -1.845
H -4.057 -9.072 -0.765
H -1.531 -9.091 -1.514
H -2.092 -7.522 -0.808
H -0.932 -7.511 -2.751
H -3.548 -9.271 -3.530
C -2.548 5.292 0.082
C -1.420 6.022 0.741
O -1.885 6.886 1.786
O -3.213 4.370 0.941
H -2.198 4.621 -0.702
H -3.344 5.912 -0.331
H -0.769 6.531 0.030
H -0.751 5.263 1.149
H -2.148 6.349 2.536
H -3.767 3.834 0.369
C 5.115 0.861 3.472
C 5.074 0.155 2.099
O 5.254 -1.265 2.233
O 4.100 0.476 4.407
H 4.992 1.925 3.270
H 6.135 0.660 3.800
H 5.860 0.492 1.424
H 4.091 0.238 1.634
H 4.901 -1.638 1.422
H 4.324 -0.401 4.728
C -1.534 -4.780 4.177
C -1.018 -4.727 5.637
O -0.376 -3.398 5.832
O -2.701 -3.956 4.050
H -1.959 -5.745 3.899
H -0.781 -4.487 3.445
H -0.330 -5.541 5.866
H -1.813 -4.837 6.374
H -1.054 -2.718 5.852
H -2.354 -3.083 4.246
C 1.232 -7.036 -3.276
C 2.345 -6.092 -2.778
O 1.812 -5.522 -1.576
O 0.860 -8.130 -2.454
H 1.468 -7.554 -4.206
H 0.358 -6.494 -3.636
H 2.460 -5.341 -3.561
H 3.328 -6.551 -2.679
H 1.915 -6.113 -0.827
H 1.410 -8.187 -1.668
C -2.343 -0.055 5.846
C -1.245 -0.193 4.740
O -1.670 -1.165 3.771
O -2.476 -1.244 6.597
H -3.288 0.104 5.326
H -2.202 0.843 6.447
H -0.290 -0.492 5.174
H -1.102 0.718 4.159
H -1.289 -0.996 2.906
H -3.327 -1.644 6.404
C -5.685 -5.217 -2.234
C -5.664 -5.572 -0.709
O -6.273 -6.865 -0.555
O -5.576 -3.775 -2.363
H -6.620 -5.558 -2.677
H -4.913 -5.753 -2.786
H -6.240 -4.769 -0.250
H -4.626 -5.463 -0.395
H -6.109 -7.196 0.331
H -6.449 -3.383 -2.285
C 1.916 -2.201 -0.974
C 2.755 -0.900 -0.930
O 4.099 -1.244 -0.662
O 0.622 -1.763 -1.213
H 2.198 -2.998 -0.285
H 2.093 -2.773 -1.884
H 2.439 -0.200 -0.156
H 2.611 -0.295 -1.825
H 4.556 -1.654 -1.400
H -0.035 -2.429 -0.998
C 13.352 4.181 -5.143
O 12.244 3.398 -5.660
C 11.175 3.209 -4.670
C 9.941 2.538 -5.322
N 8.869 2.396 -4.347
C 7.571 2.040 -4.898
C 6.491 1.729 -3.807
O 5.254 1.595 -4.440
C 4.266 1.310 -3.453
H 14.005 4.595 -5.911
H 13.990 3.602 -4.475
H 12.966 5.036 -4.588
H 10.859 4.089 -4.110
H 11.413 2.542 -3.842
H 10.154 1.577 -5.791
H 9.650 3.100 -6.210
H 9.116 1.696 -3.662
H 7.594 1.216 -5.611
H 7.165 2.886 -5.452
H 6.361 2.514 -3.063
H 6.707 0.839 -3.215
H 4.438 0.476 -2.773
H 3.307 0.994 -3.864
H 4.022 2.217 -2.901
C -1.796 -4.489 -1.220
O -1.484 -3.162 -0.705
C -2.299 -2.781 0.388
C -2.400 -1.238 0.512
N -1.056 -0.666 0.811
C -1.124 0.809 0.801
C 0.184 1.553 1.103
O 0.896 1.795 -0.062
C 2.179 2.399 0.045
H -2.069 -5.106 -0.364
H -0.911 -4.861 -1.737
H -2.639 -4.524 -1.909
H -2.038 -3.279 1.322
H -3.258 -3.207 0.093
H -3.155 -0.992 1.258
H -2.863 -0.895 -0.413
H -0.461 -0.935 0.041
H -1.895 1.069 1.525
H -1.482 1.144 -0.173
H 0.835 0.946 1.732
H -0.013 2.508 1.589
H 2.107 3.438 0.367
H 2.656 2.491 -0.930
H 3.005 1.949 0.594
C -6.274 -0.771 2.047
O -5.829 -0.184 0.924
C -6.024 1.231 0.785
C -5.238 1.817 -0.469
N -5.225 3.255 -0.648
C -6.577 3.834 -0.531
C -6.513 5.328 -1.018
O -5.907 5.509 -2.318
C -5.367 6.772 -2.444
H -7.301 -1.067 1.832
H -6.212 -0.181 2.961
H -5.584 -1.597 2.215
H -5.824 1.743 1.727
H -7.087 1.348 0.574
H -5.554 1.361 -1.408
H -4.211 1.451 -0.430
H -5.105 3.443 -1.633
H -6.880 3.811 0.516
H -7.344 3.232 -1.019
H -6.064 5.902 -0.208
H -7.493 5.805 -0.979
H -4.507 6.828 -1.776
H -5.990 7.619 -2.155
H -4.996 6.877 -3.463
```

The value obtained for the total energy is -3861.160901 Eh. For the gap between HOMO and LUMO, the calculation gives 8.956 eV. As for the highest occupied orbital energy: -0.334 hartree.

---

Ordered relative energy (zero: lowest compared OMol25 entry of this formula, charge and spin) results: 3.271; 1.186; unit eV.